Molecular formula: C5H4O
Method: DFT, ωB97M-V/def2-TZVPD

energy above the lowest of the compared OMol25 structures with the same formula, charge and spin = 82.5 kcal per mole
gap between HOMO and LUMO = 8.5 eV
HOMO energy = -8.4 eV
structure (SMILES) = C=C=C=C=CO
2S+1 = 1

The geometry in XYZ format:
```
10
Properties=species:S:1:pos:R:3:forces:R:3
C 2.14265 0.49597 0.98771 0.3518 0.1280 -0.2818
C 1.70569 0.56139 -0.25198 -0.5053 -0.2184 0.1163
C 0.64118 0.24326 -0.89384 -0.0092 0.1797 0.1199
C -0.55688 -0.10694 -1.13267 0.0584 -0.0707 -0.0109
C -1.60354 -0.76748 -0.66376 0.1602 -0.0808 -0.5962
O -2.72529 -0.20336 -0.17805 0.1086 0.0901 -0.0020
H 1.45024 -0.00590 1.66706 0.4419 0.1962 0.2836
H 3.09255 0.88091 1.31647 0.1281 -0.0292 0.2468
H -1.58541 -1.85188 -0.72637 -0.5441 0.0798 0.1227
H -2.56116 0.75400 -0.12458 -0.1905 -0.2747 0.0015
```
Forces are in eV/Å.